DFT (ωB97M-V/def2-TZVPD) results for a structure of composition C24H26N7W.

Properties
- Net charge: +3
- Kohn-Sham gap: 6.36 eV
- 2S+1: 1
- Calculated total energy: -37538.0781 eV
- LUMO energy: -11.49 eV
- F_max: 0.14 eV/A

```
58
Properties=species:S:1:pos:R:3:forces:R:3:lowdin_charge:R:1
W 0.054 0.026 0.091 0.0 0.0 0.1 1.90
N 6.545 1.501 -0.917 0.0 0.0 0.0 0.26
N -0.524 -0.410 -1.775 0.0 0.0 0.0 -0.16
N 1.870 0.376 -0.152 -0.1 0.0 0.1 -0.09
N -0.228 0.129 2.017 0.1 0.0 0.0 -0.15
N 4.187 0.970 -0.436 0.0 -0.1 -0.1 0.24
N -0.679 -1.797 0.588 -0.1 0.0 0.0 -0.14
N -1.171 1.493 -0.238 -0.1 0.0 0.0 -0.16
C -1.643 -0.517 3.884 0.0 0.0 0.0 0.06
C 3.065 0.673 -0.317 0.1 0.1 -0.1 -0.16
C -0.383 3.311 2.553 0.0 0.0 0.0 -0.17
C 0.706 0.969 2.841 0.0 0.1 0.0 -0.16
C -1.202 0.617 -3.847 0.0 0.0 0.0 0.06
C -0.647 -2.961 -0.321 0.0 0.0 0.0 -0.18
C -1.951 2.282 0.761 0.0 0.0 0.0 -0.17
C -2.101 -3.030 2.103 0.0 0.0 0.0 0.06
C -1.872 3.007 -1.998 0.0 0.0 0.0 0.06
C 0.277 -2.709 -1.497 0.0 0.0 0.0 -0.16
C -2.127 2.861 -4.484 0.0 0.0 0.0 0.02
C -2.203 3.496 -3.261 0.0 0.0 0.0 0.03
C -1.328 -1.897 1.782 0.0 0.1 0.0 -0.17
C 5.445 1.252 -0.692 0.0 0.0 0.0 -0.21
C 0.857 2.421 2.394 0.0 -0.1 0.0 -0.18
C -0.278 -1.684 -2.468 0.0 0.0 0.0 -0.19
C -1.683 1.563 -4.730 0.0 0.0 0.0 0.03
C -2.477 -1.305 4.679 0.0 0.0 0.0 0.02
C -1.230 3.519 1.298 0.0 0.0 0.0 -0.17
C -1.104 -0.764 2.633 0.0 -0.1 0.0 -0.18
C -1.374 1.775 -1.607 0.0 0.0 -0.1 -0.17
C -1.037 0.672 -2.455 0.0 0.0 0.0 -0.18
C -2.796 -3.324 3.253 0.0 0.0 0.0 0.03
C -2.971 -2.562 4.416 0.0 0.0 0.0 0.03
H -2.447 3.432 -5.347 0.0 0.0 0.0 0.14
H -2.210 1.607 1.575 0.0 0.0 0.0 0.11
H -1.656 -3.178 -0.685 0.0 0.0 0.0 0.14
H -3.582 -3.013 5.189 0.0 0.0 0.0 0.14
H -1.207 -2.050 -2.912 0.0 0.0 0.0 0.14
H -1.995 4.262 1.534 0.0 0.0 0.0 0.13
H -2.895 2.546 0.285 0.0 0.0 0.0 0.13
H 1.662 2.813 3.018 0.0 0.0 0.0 0.13
H 0.448 -1.520 -3.268 0.0 0.0 0.0 0.14
H -0.610 3.960 0.513 0.0 0.0 0.0 0.12
H 1.273 -2.412 -1.142 0.0 0.0 0.0 0.11
H 1.670 0.456 2.821 0.0 0.0 0.0 0.13
H -2.029 3.721 -1.200 0.0 0.0 0.0 0.12
H -0.049 4.298 2.873 0.0 0.0 0.0 0.13
H 0.368 0.945 3.874 0.0 0.0 0.0 0.12
H -3.298 -4.285 3.252 0.0 0.0 0.0 0.14
H 1.232 2.472 1.367 0.0 0.0 0.0 0.09
H -1.710 1.249 -5.767 0.0 0.0 0.0 0.14
H -1.013 2.941 3.369 0.0 0.0 0.0 0.12
H -2.758 -0.866 5.629 0.0 0.0 0.0 0.14
H -2.572 4.515 -3.276 0.0 0.0 0.0 0.14
H 0.421 -3.648 -2.032 0.0 0.0 0.0 0.14
H -2.160 -3.790 1.337 0.0 0.0 0.0 0.12
H -0.916 -0.314 -4.314 0.0 0.0 0.0 0.12
H -1.398 0.444 4.320 0.0 0.0 0.0 0.12
H -0.287 -3.822 0.245 0.0 0.0 0.0 0.14
```
Forces are in eV/Å.


DFT (ωB97M-V/def2-TZVPD) results for a structure of composition C24H26NO5OsSi.

Properties
- Net charge: -1
- Kohn-Sham gap: 7.04 eV
- 2S+1: 1
- Calculated total energy: -47386.6985 eV
- LUMO energy: 2.75 eV
- F_max: 0.45 eV/A

```
58
Properties=species:S:1:pos:R:3:forces:R:3:lowdin_charge:R:1
Os 0.911 0.129 0.689 0.3 -0.1 0.1 1.22
Si -1.470 0.191 0.558 0.1 -0.2 -0.1 0.47
O 0.369 0.126 3.582 0.3 0.1 0.0 -0.17
O 0.976 -1.343 -1.204 -0.1 0.2 0.1 -0.07
O 0.898 -2.007 0.883 -0.1 -0.1 0.1 -0.15
O 3.078 0.136 0.217 -0.3 -0.2 0.3 -0.11
O 4.747 1.589 -0.141 0.0 0.0 -0.1 0.01
N 1.256 2.081 0.127 0.0 0.4 0.3 -0.07
C 0.955 -2.266 -0.357 0.0 0.1 0.0 -0.63
C -1.464 1.808 -3.325 0.0 0.0 0.0 -0.10
C 0.981 -6.350 -1.605 0.0 0.0 0.0 -0.11
C 0.907 -4.716 0.157 0.0 0.0 0.0 -0.02
C 2.004 4.721 -0.404 -0.1 0.0 0.0 -0.06
C 1.043 -4.007 -2.138 0.0 0.0 0.0 -0.02
C -2.349 -1.488 0.301 0.0 0.1 0.1 -0.21
C 3.563 1.287 -0.007 0.2 0.0 -0.1 -0.63
C 0.681 4.389 -0.141 0.1 0.1 -0.1 -0.05
C 0.937 0.701 2.482 -0.3 0.1 -0.2 -0.44
C 0.911 -6.040 -0.253 0.0 0.0 0.0 -0.09
C -2.715 2.396 -3.458 0.0 0.0 0.0 -0.12
C 0.973 -3.697 -0.785 0.0 0.0 -0.1 -0.12
C -3.607 2.341 -2.396 0.0 0.0 0.0 -0.11
C 1.048 -5.332 -2.547 0.0 0.0 0.0 -0.09
C -0.173 -1.179 3.489 0.0 -0.1 -0.1 -0.11
C -2.489 1.044 1.932 0.0 0.0 0.0 -0.22
C -1.986 1.120 -1.048 -0.2 -0.1 0.1 -0.30
C 0.350 3.075 0.116 -0.1 0.0 -0.1 -0.12
C 2.941 3.707 -0.385 0.0 -0.1 0.0 0.00
C -1.111 1.182 -2.136 0.1 -0.1 -0.1 -0.12
C -3.243 1.708 -1.214 0.0 0.1 0.0 -0.11
C 1.662 1.927 3.009 -0.2 0.1 0.0 -0.06
C 2.539 2.410 -0.111 0.0 -0.1 -0.1 -0.18
H 1.911 1.802 4.062 0.0 0.0 0.0 0.07
H -0.131 0.722 -2.055 0.0 0.0 0.0 0.08
H -0.748 -1.328 4.402 0.0 0.0 0.0 0.09
H -4.589 2.793 -2.489 0.0 0.0 0.0 0.09
H -3.427 -1.355 0.170 0.0 0.0 0.0 0.02
H 2.571 2.117 2.442 0.0 0.0 0.0 0.06
H -2.192 -2.167 1.144 0.0 0.0 0.0 0.01
H 1.094 -3.194 -2.850 0.0 0.0 0.0 0.12
H -2.314 0.558 2.894 0.0 0.0 0.0 0.01
H -2.215 2.095 2.057 0.0 0.0 0.0 0.02
H -1.958 -1.980 -0.592 0.0 0.0 0.0 0.02
H -0.105 5.132 -0.134 0.0 0.0 0.0 0.10
H 0.983 -7.384 -1.924 0.0 0.0 0.0 0.09
H -3.563 1.001 1.733 0.0 0.0 0.0 0.01
H -0.673 2.792 0.314 0.1 0.0 0.0 0.08
H 1.104 -5.571 -3.601 0.0 0.0 0.0 0.10
H 0.859 -6.833 0.483 0.0 0.0 0.0 0.10
H -3.959 1.679 -0.400 0.0 0.0 0.0 0.09
H 0.853 -4.452 1.204 0.0 0.0 0.0 0.11
H 1.019 2.810 2.912 0.0 0.0 0.0 0.08
H -2.993 2.890 -4.381 0.0 0.0 0.0 0.09
H 3.996 3.863 -0.555 0.0 0.0 0.0 0.12
H -0.760 1.835 -4.147 0.0 0.0 0.0 0.10
H 0.630 -1.913 3.421 0.0 0.0 0.0 0.09
H -0.808 -1.297 2.612 0.0 0.0 0.0 0.02
H 2.293 5.743 -0.608 0.0 0.0 0.0 0.10
```
Forces are in eV/Å.


What energy above the lowest of the compared OMol25 structures with the same formula, charge and spin values result from the calculations? In sequence: 0.3; 0.0 kcal/mol.